Below is a cluster of 3 separate species, C4H15NO2 in total, with properties calculated with the ωB97M-V functional and the def2-TZVPD basis.

CARTESIAN COORDINATES (ANGSTROEM)
C -0.0119 -1.1361 -2.6628
N 0.6087 0.1828 -2.0761
C -0.1224 0.8468 -0.9895
C -0.3893 2.2861 -1.3952
C -1.4024 0.2430 -0.4954
H 0.0090 -1.8434 -1.9029
H -1.1264 -1.1519 -2.4971
H 0.0262 -1.5803 -3.5899
H 0.4760 0.8337 -2.8004
H 0.4565 0.9874 -0.0949
H -1.0464 2.1172 -2.2188
H -0.8507 3.1088 -0.8271
H 0.5725 2.5564 -1.9012
H -2.0197 -0.0750 -1.3624
H -1.1914 -0.7320 -0.0303
H -2.0732 0.7007 0.2255
O 0.5340 -1.6632 2.0687
H 0.7053 -0.8471 2.5993
H 1.0911 -1.5506 1.3359
O 0.8787 -0.4021 4.3367
H -0.1623 -0.3270 4.3241
H 1.1278 -0.3929 5.2861

Forces on atoms 1 to 2 (eV/Å):
C -3.09 2.59 4.26
N -0.78 -2.37 -1.07

Properties
Total charge   0
Orbital gap   9.50 eV
E_LUMO   0.6 eV
Structure (SMILES)   CNC(C)C.O.O
ΔE to the lowest compared entry with this formula, charge and spin   328.2 kJ/mol

Mulliken atomic charge list, values in e, 8 entries:
1. C -1.05
2. N -0.44
3. C 0.78
4. C -1.59
5. C -1.45
6. H 0.45
7. H 0.21
8. H 0.44

=====

Below is the ion C3H6ClO3S with charge -1, with properties calculated with the ωB97M-V functional and the def2-TZVPD basis.

CARTESIAN COORDINATES (ANGSTROEM)
C -0.8411 0.9660 0.8930
C 0.1776 0.3237 -0.0123
C 1.3915 -0.2902 0.6365
O 0.4476 1.0409 -1.1955
S -0.4554 -0.5236 -1.4125
O -1.6998 -0.0567 -1.9675
O 0.4663 -1.2671 -2.2311
Cl -1.2848 -2.2574 -0.3502
H -1.0546 0.3211 1.7463
H -1.7475 1.1239 0.3169
H -0.4671 1.9318 1.2364
H 1.1058 -0.8976 1.4930
H 2.0732 0.4992 0.9499
H 1.8884 -0.9142 -0.1029

Forces on atoms 1 to 2 (eV/Å):
C 0.00 -0.30 0.00
C -0.12 -0.26 -0.35

Properties
Total charge   -1
Orbital gap   8.66 eV
E_LUMO   3.8 eV
Structure (SMILES)   CC1(C)OS1(=O)([O-])Cl
ΔE to the lowest compared entry with this formula, charge and spin   172.3 kJ/mol

Mulliken atomic charge list, values in e, 8 entries:
1. C -1.43
2. C 1.36
3. C -1.43
4. O -0.72
5. S 0.97
6. O -0.66
7. O -0.66
8. Cl -0.51

=====

Below is a cluster of 8 separate species, C28H52F12O20S4 in total, with properties calculated with the ωB97M-V functional and the def2-TZVPD basis.

CARTESIAN COORDINATES (ANGSTROEM)
O 0.6738 -1.3316 7.9024
S 0.6881 -0.1324 7.0473
O 0.5778 -0.2374 5.6230
O -0.5058 0.9431 7.5908
C -0.8952 2.0817 6.7931
C -2.0677 2.7766 7.3913
C 2.1680 0.9291 7.3234
H -1.1537 1.8066 5.7706
H -0.0604 2.7802 6.8505
H -1.6791 3.3212 8.2518
H -2.8042 2.0484 7.7310
H -2.4550 3.5216 6.6963
H 2.0575 1.6815 6.5425
H 3.0186 0.3009 7.0591
H 2.1469 1.3830 8.3142
O 4.1715 3.1638 3.2706
S 3.8107 2.0527 4.1265
O 4.2727 1.9488 5.5372
O 2.2286 1.9671 4.2826
C 1.3737 2.3080 3.2371
C 1.0384 3.8023 3.3201
C 4.1000 0.3493 3.2523
H 0.4724 1.7086 3.3650
H 1.8242 2.0450 2.2800
H 1.7147 4.3761 2.6865
H 1.0421 4.2609 4.3089
H 0.0496 4.0007 2.9064
H 5.1494 0.2382 2.9794
H 3.4993 0.3916 2.3437
H 3.8351 -0.4645 3.9274
O 3.7136 1.5265 -4.3592
S 3.7646 0.5355 -5.4531
O 3.5956 -0.9006 -5.1925
O 2.6914 0.9874 -6.6648
C 2.6454 0.2199 -7.7735
C 1.1821 0.0718 -8.0233
C 5.3064 0.7107 -6.3484
H 3.0439 -0.7941 -7.7402
H 3.1319 0.6770 -8.6352
H 0.5577 -0.3262 -7.2234
H 0.9502 -0.5045 -8.9189
H 0.7620 1.0769 -8.0593
H 5.5034 -0.1676 -6.9632
H 6.1743 0.8091 -5.6964
H 5.0845 1.5798 -6.9677
O -0.8337 1.2237 -1.5302
S 0.4236 1.3597 -0.8125
O 0.8094 2.6471 -0.2060
O 0.4234 0.2459 0.4337
C -0.8577 -0.0383 1.0423
C -0.6849 -1.1830 2.0124
C 1.8944 0.8110 -1.8757
H -1.6156 -0.2899 0.3005
H -1.1609 0.8205 1.6412
H -1.6482 -1.6545 2.2072
H -0.2160 -0.8381 2.9339
H -0.0922 -1.9878 1.5776
H 2.0439 1.6593 -2.5435
H 1.5826 -0.0707 -2.4356
H 2.6505 0.7170 -1.0962
C -0.5427 2.2982 -4.7435
C -0.3048 3.7833 -5.0278
O 0.5819 3.8484 -6.1142
C 0.8603 5.0722 -6.6778
O 0.4683 6.1140 -6.1859
C 1.9561 5.0967 -7.7851
F 3.0217 5.8088 -7.4673
F 2.2941 3.8910 -8.1261
F 1.4661 5.6396 -8.8965
H -1.3637 2.0165 -4.0843
H 0.3213 1.9023 -4.2097
H -0.6730 1.7635 -5.6844
H 0.1779 4.2319 -4.1596
H -1.2708 4.2132 -5.2926
C -3.0327 -0.9675 4.9933
C -3.0982 -1.1868 6.5223
O -4.4289 -1.4859 6.9718
C -5.4330 -0.5836 6.8425
O -5.4710 0.3525 6.0878
C -6.7876 -0.8459 7.6272
F -6.6772 -1.8034 8.4852
F -7.2519 0.3161 8.2100
F -7.7736 -1.2340 6.7801
H -3.7464 -1.6186 4.4885
H -2.0615 -1.1317 4.5265
H -3.3465 0.0506 4.7632
H -2.7130 -0.3138 7.0492
H -2.5145 -2.0672 6.7911
C -0.4307 -1.3421 -4.8278
C -0.7757 -2.6585 -5.5911
O -2.1753 -2.8251 -5.7088
C -2.7222 -3.8854 -6.4187
O -1.9705 -4.7219 -6.9995
C -4.2950 -3.9621 -6.4108
F -4.7830 -3.8427 -7.6703
F -4.6831 -5.1654 -5.9540
F -4.7815 -2.8986 -5.6964
H -0.5293 -1.3130 -3.7427
H -1.1345 -0.6451 -5.2828
H 0.6150 -1.0379 -4.8730
H -0.3683 -3.4654 -4.9819
H -0.3463 -2.6040 -6.5915
C 0.7020 -4.2246 -0.5835
C 0.4477 -5.4648 0.3167
O 0.1493 -5.1787 1.6853
C -1.0663 -4.7359 2.0795
O -2.0931 -4.7505 1.3555
C -1.1430 -4.4612 3.6257
F -1.3144 -5.5234 4.3716
F -0.0662 -3.7918 4.0570
F -2.1356 -3.6018 3.8154
H 1.3874 -3.5128 -0.1236
H -0.2674 -3.7365 -0.6844
H 1.0412 -4.5962 -1.5505
H 1.3355 -6.0873 0.4286
H -0.3715 -6.0721 -0.0681

Forces on atoms 1 to 2 (eV/Å):
O -0.63 2.64 -1.62
S 1.00 0.78 2.02

Properties
Spin multiplicity   2
Total charge   +1
Orbital gap (spin up / spin down)   6.88 / 1.87 eV
E_LUMO (spin up / spin down)   -5.5 / -10.5 eV

Mulliken atomic charge list, values in e, 8 entries:
1. O -0.63
2. S 0.98
3. O -0.38
4. O -0.45
5. C 0.21
6. C -1.37
7. C -0.66
8. H 0.04

=====

Below is a structure of composition C20H37O2S4Si2Sr, with properties calculated with the ωB97M-V functional and the def2-TZVPD basis.

CARTESIAN COORDINATES (ANGSTROEM)
Sr -0.0487 0.3013 -1.8386
C 0.7903 1.7166 3.2588
C -0.7134 1.7398 2.9988
S -1.2220 1.7651 1.2560
C -1.5553 3.5125 0.9558
C -0.3567 4.4402 0.7732
S 0.7750 3.9607 -0.5668
C 2.3117 3.8101 0.3867
C 3.3734 3.0661 -0.4134
S 3.0225 1.3082 -0.6144
C 3.8242 0.5471 0.8123
C 3.2621 0.8643 2.1964
S 1.5387 0.3278 2.3650
H 0.9668 1.6219 4.3326
H 1.2461 2.6483 2.9237
H -1.1635 2.5964 3.5060
H -1.1692 0.8409 3.4175
H -2.1778 3.8930 1.7698
H -2.1727 3.5103 0.0549
H 0.2223 4.4921 1.6969
H -0.7242 5.4471 0.5663
H 2.0801 3.2472 1.2867
H 2.6746 4.8014 0.6692
H 4.3561 3.1928 0.0467
H 3.4339 3.4677 -1.4266
H 4.8859 0.8047 0.7891
H 3.7440 -0.5236 0.6112
H 3.3284 1.9343 2.3980
H 3.8741 0.3549 2.9436
C -3.7925 -1.3045 -2.3251
Si -3.1657 0.0669 -1.1183
C -4.4755 1.4485 -1.4156
C -3.7414 -0.6702 0.5589
H -4.8795 -1.4367 -2.2577
H -3.3268 -2.2657 -2.0827
H -3.5513 -1.0870 -3.3700
H -5.4684 1.0240 -1.6021
H -4.2191 2.0888 -2.2630
H -4.5526 2.0957 -0.5347
H -4.7443 -1.1039 0.4735
H -3.7708 0.1015 1.3332
H -3.0653 -1.4565 0.9064
C 3.2347 -3.1554 -1.1374
Si 1.4493 -2.4921 -1.3792
C 0.9012 -3.4572 -2.9518
C 0.4852 -3.4121 0.0051
C -0.5772 -4.2899 -0.2220
C -1.3005 -4.8560 0.8213
C -0.9780 -4.5646 2.1379
C 0.0767 -3.6966 2.3969
C 0.7819 -3.1334 1.3453
H 3.2747 -4.2369 -1.3021
H 3.6007 -2.9626 -0.1241
H 3.9308 -2.6762 -1.8301
H 1.1439 -4.5247 -2.8897
H 1.4068 -3.0507 -3.8322
H -0.1726 -3.3730 -3.1443
H -0.8576 -4.5402 -1.2392
H -2.1220 -5.5291 0.6025
H -1.5446 -4.9996 2.9523
H 0.3421 -3.4498 3.4191
H 1.5869 -2.4417 1.5774
O 0.3794 2.1307 -5.8023
C -0.0747 1.9221 -4.6885
O 0.5675 1.6683 -3.6122
H -1.1882 1.9308 -4.5608

Forces on atoms 1 to 2 (eV/Å):
Sr 0.28 0.20 0.71
C -0.01 0.02 -0.03

Properties
Total charge   -1
Orbital gap   5.33 eV
E_LUMO   1.9 eV
ΔE to the lowest compared entry with this formula, charge and spin   84.6 kJ/mol

Mulliken atomic charge list, values in e, 8 entries:
1. Sr 1.21
2. C -0.47
3. C -1.35
4. S 0.19
5. C -0.85
6. C -0.76
7. S -0.03
8. C 0.83

=====

Number 1: F_max 5.86 eV/Å. Number 2: F_max 1.51 eV/Å. Number 3: F_max 5.59 eV/Å. Number 4: F_max 0.79 eV/Å.